No. 1
14
Properties=species:S:1:pos:R:3:forces:R:3:mulliken_charge:R:1 method="wB97M-V/def2-TZVPD" lumo_ev=-5.48 fmax_ev_per_a=5.20 spin_multiplicity=1 total_charge=+1 gap_ev=9.2 energy_ha=-303.9297 homo_ev=-14.70 smiles="[NH2+]=C1CC=CC=N1"
N 0.693 0.165 -2.212 -1.624 -2.001 0.303 -0.3065
C 0.347 -0.080 -0.958 0.788 2.118 1.508 0.5979
C 0.389 0.994 0.191 -3.102 -1.645 -1.317 -0.7702
C -0.112 0.588 1.544 -1.509 -2.501 -4.307 -0.3225
C -0.901 -0.522 1.555 1.937 1.693 -0.109 -0.6443
C -0.633 -1.464 0.552 0.042 -2.049 -0.928 0.1591
N -0.115 -1.263 -0.616 0.213 0.162 -1.472 -0.5358
H 1.310 0.841 -2.572 0.546 1.256 0.065 0.2458
H 0.344 -0.524 -2.896 0.542 0.363 0.528 0.2846
H -0.391 1.716 -0.198 0.215 -0.636 0.348 0.3670
H 1.161 1.621 0.246 3.716 2.088 -0.056 0.5506
H 0.009 1.211 2.337 0.334 1.750 2.220 0.4942
H -1.425 -0.722 2.408 -1.246 -1.075 2.004 0.4268
H -0.677 -2.562 0.618 -0.851 0.477 1.214 0.4532

No. 2
16
Properties=species:S:1:pos:R:3:forces:R:3:mulliken_charge:R:1 method="wB97M-V/def2-TZVPD" lumo_ev="-5.69 / -5.69" fmax_ev_per_a=5.40 spin_multiplicity=1 total_charge=+1 gap_ev="8.3 / 8.3" energy_ha=-454.3384 homo_ev="-13.96 / -13.96"
C 0.807 -0.731 -1.252 -2.838 -3.455 -1.706 0.5513
C -0.101 0.628 0.437 -0.605 0.691 0.453 0.4017
C -1.854 -0.573 1.346 0.956 1.072 -2.256 -0.1553
C -1.366 -0.839 -0.992 4.003 1.277 -1.789 -0.8880
C 2.210 0.972 -0.089 1.222 -2.117 -2.432 -0.9413
N 0.922 0.155 -0.329 2.787 4.064 2.207 0.0573
N -1.300 -0.266 0.215 0.849 1.303 4.891 0.1333
O 1.430 -1.417 -1.970 -0.488 1.163 0.578 -0.3287
O -0.041 1.535 1.211 -0.777 -1.364 -0.708 -0.4387
H -2.683 -1.139 1.325 -2.753 -2.357 -0.284 0.3189
H -1.585 -0.216 2.282 1.110 1.094 1.284 0.2862
H -1.595 -0.148 -1.724 -0.489 1.364 -1.700 0.4074
H -1.723 -1.760 -1.145 -1.416 -3.366 0.039 0.4991
H 2.657 1.226 -1.102 -0.691 -0.051 1.515 0.3200
H 2.145 1.724 0.631 -1.327 1.834 0.287 0.4059
H 2.900 0.371 0.474 0.456 -1.153 -0.379 0.3708

No. 3
15
Properties=species:S:1:pos:R:3:forces:R:3:mulliken_charge:R:1 method="wB97M-V/def2-TZVPD" lumo_ev=0.81 fmax_ev_per_a=3.55 spin_multiplicity=1 total_charge=0 gap_ev=9.4 energy_ha=-358.8962 homo_ev=-8.55
H 2.747 1.140 0.027 1.145 -0.554 0.196 0.2985
N 3.135 0.160 0.016 -2.037 0.905 0.296 -0.6473
C 2.047 -0.513 0.067 0.455 -0.898 -1.238 0.0849
N 0.734 -0.030 0.114 1.085 1.099 0.560 0.3889
N 0.484 1.344 0.308 0.230 -0.752 -0.505 -0.7494
C -0.740 1.570 0.004 -0.175 -2.195 0.185 -0.2749
C -1.503 0.294 -0.336 -0.656 1.207 -3.272 -0.1117
C -1.481 -0.858 0.615 -1.702 -0.626 -0.201 -0.7497
C -0.396 -0.734 -0.387 0.694 -0.322 0.572 -0.2561
H 2.090 -1.626 -0.113 -0.224 1.089 0.565 0.2971
H -1.158 2.546 -0.018 -0.100 0.610 0.171 0.4799
H -2.185 0.335 -1.268 0.768 -0.091 1.967 0.2983
H -2.267 -1.619 0.530 0.405 0.341 -0.381 0.2752
H -1.359 -0.575 1.629 0.750 0.040 0.793 0.2339
H -0.146 -1.435 -1.188 -0.638 0.147 0.293 0.4324

No. 4
15
Properties=species:S:1:pos:R:3:forces:R:3:mulliken_charge:R:1 method="wB97M-V/def2-TZVPD" lumo_ev=0.98 fmax_ev_per_a=4.21 spin_multiplicity=1 total_charge=0 gap_ev=8.7 energy_ha=-358.8675 homo_ev=-7.71
C -0.859 0.916 -1.878 -0.931 1.403 -1.605 -0.4463
C -1.264 1.208 -0.526 -0.875 1.487 0.831 -0.6110
C 0.075 -0.072 -1.794 0.192 -1.436 -1.287 -0.2890
C -0.564 0.320 0.253 -1.587 0.767 1.380 0.2754
C 0.872 -0.489 1.845 1.425 0.632 -3.914 -0.1814
N 0.113 -0.517 -0.528 2.414 -0.416 1.783 0.3785
N -0.399 0.091 1.671 0.572 0.439 -0.960 -0.2964
N 0.996 -1.369 0.208 -0.675 -0.228 1.698 -0.8745
H -1.193 1.325 -2.914 0.528 -0.495 2.400 0.2767
H -1.915 2.017 -0.038 1.018 -1.361 -1.351 0.3117
H 0.625 -0.620 -2.545 -0.142 0.205 -0.152 0.3859
H 1.775 0.185 1.737 -1.404 -0.296 0.024 0.1847
H 1.032 -1.087 2.700 -0.276 -1.186 0.548 0.3733
H -1.181 -0.382 2.098 0.177 -0.363 -0.012 0.2801
H 1.888 -1.525 -0.287 -0.436 0.847 0.615 0.2322

No. 5
15
Properties=species:S:1:pos:R:3:forces:R:3:mulliken_charge:R:1 method="wB97M-V/def2-TZVPD" lumo_ev=0.25 fmax_ev_per_a=6.05 spin_multiplicity=1 total_charge=0 gap_ev=9.5 energy_ha=-358.7241 homo_ev=-9.28
C 1.594 -0.341 0.475 -0.905 -1.253 -0.002 0.0571
C 0.265 -0.727 -0.050 -2.018 -1.727 -1.892 -0.3980
C -1.122 -1.357 -0.073 -0.340 4.049 1.308 -0.3348
C -0.517 1.383 0.087 -2.140 1.668 -0.529 -0.2308
C 0.301 0.455 0.782 1.646 -0.063 0.966 -0.0469
H 1.973 -0.268 -1.817 2.294 1.907 5.264 0.3587
H 2.927 1.021 -0.317 -1.423 -3.115 -1.826 0.2808
H 1.896 -0.955 1.377 0.404 1.112 -1.091 0.3111
H 0.324 -0.206 -1.005 -0.290 -0.672 -0.738 0.1935
H -1.361 -2.365 0.122 -0.551 -0.980 0.028 0.4590
H -0.305 2.504 0.140 -0.750 -1.463 -0.808 0.3269
H 0.066 0.317 1.792 -0.506 -0.170 1.604 0.3589
N 2.498 0.004 -0.573 0.568 1.378 -2.396 -0.6285
N -2.093 -0.403 -0.095 3.477 -2.242 -1.093 -0.3315
N -1.642 0.895 -0.421 0.536 1.571 1.203 -0.3756

No. 6
15
Properties=species:S:1:pos:R:3:forces:R:3:mulliken_charge:R:1 method="wB97M-V/def2-TZVPD" lumo_ev="-0.18 / -0.18" fmax_ev_per_a=5.10 spin_multiplicity=1 total_charge=0 gap_ev="8.0 / 8.0" energy_ha=-358.7741 homo_ev="-8.22 / -8.22" smiles="CC1=NN(C)N=C=C1"
C 2.109 -0.480 0.424 -0.995 -0.265 1.580 -1.1147
C 0.627 -0.696 -0.024 -0.010 -2.160 1.046 0.7280
N -0.265 0.253 0.054 1.619 0.206 0.245 -0.7007
N -1.535 -0.089 0.145 -1.791 0.522 -0.273 1.0386
C -2.453 1.002 -0.267 2.341 -2.586 -0.357 -0.8299
N -2.106 -1.155 0.521 3.492 -3.054 -2.110 -0.6201
C -1.181 -2.389 -0.055 -2.081 1.531 1.755 -0.4061
C 0.100 -2.065 -0.350 2.028 2.047 0.820 -0.3614
H 2.547 0.493 0.302 -0.483 0.776 -0.219 0.3461
H 2.771 -1.124 -0.092 0.401 -0.981 -0.765 0.3713
H 2.311 -0.734 1.544 -1.001 0.314 -1.804 0.2408
H -2.062 1.807 0.188 0.679 3.270 1.575 0.3247
H -2.248 1.048 -1.298 -0.593 0.318 -1.523 0.3315
H -3.350 0.636 0.057 -2.659 -0.179 0.333 0.3633
H 0.890 -2.786 -0.628 -0.946 0.241 -0.303 0.2885

No. 7
15
Properties=species:S:1:pos:R:3:forces:R:3:mulliken_charge:R:1 method="wB97M-V/def2-TZVPD" lumo_ev="-0.82 / -0.82" fmax_ev_per_a=3.10 spin_multiplicity=1 total_charge=0 gap_ev="7.4 / 7.4" energy_ha=-358.8036 homo_ev="-8.20 / -8.20"
C -0.922 -0.073 -0.137 -2.080 0.587 1.650 -0.2761
C -0.372 1.281 -0.242 1.128 -0.321 -0.226 -0.0414
C -0.285 1.934 -1.398 -0.197 -0.061 0.115 -0.6222
N -1.194 -0.541 1.080 0.342 0.185 -0.839 -0.5002
H -1.780 -1.371 1.076 0.031 -0.105 -0.298 0.3063
H -1.519 -0.417 -0.976 0.356 -0.272 -0.057 0.3935
H 0.121 1.663 0.645 -0.167 0.079 0.060 0.2679
H -0.726 1.543 -2.306 0.054 -0.115 -0.044 0.2483
H 0.227 2.882 -1.475 -0.106 0.109 0.070 0.2547
C 1.341 -1.085 1.606 -2.832 0.680 1.050 -0.3665
N 1.694 -1.065 0.422 0.193 0.560 -1.832 -0.2460
C 0.822 -1.228 -0.714 1.714 -1.766 0.403 0.5280
N 0.689 -1.801 -1.726 -0.419 0.797 0.418 -0.5526
H -0.158 -0.867 1.759 1.654 0.081 -0.378 0.3161
H 2.062 -0.855 2.386 0.330 -0.437 -0.091 0.2902

No. 8
15
Properties=species:S:1:pos:R:3:forces:R:3:mulliken_charge:R:1 method="wB97M-V/def2-TZVPD" lumo_ev=1.07 fmax_ev_per_a=0.84 spin_multiplicity=1 total_charge=0 gap_ev=9.3 energy_ha=-358.9551 homo_ev=-8.28 smiles=c1c[nH]c(N2CC2)n1
C -0.771 -2.182 0.354 0.015 -0.198 0.450 -0.3325
C -0.331 -1.855 1.601 -0.176 -0.204 0.029 -0.3816
N 0.228 -0.604 1.488 -0.057 0.032 -0.244 -0.0471
C 0.091 -0.255 0.178 0.322 0.053 0.233 0.3450
N 0.678 0.937 -0.224 0.456 0.148 0.318 -0.3199
C -0.131 2.055 -0.677 -0.249 0.371 0.052 -0.4044
C 0.723 1.304 -1.617 0.135 -0.083 -0.385 -0.3442
N -0.501 -1.179 -0.526 0.147 0.657 -0.497 -0.5432
H -1.253 -3.080 0.020 -0.120 -0.190 0.094 0.4191
H -0.396 -2.379 2.527 0.048 -0.160 0.323 0.3917
H 0.747 -0.066 2.174 -0.298 -0.298 -0.305 0.2235
H 0.197 3.017 -0.303 -0.059 0.010 -0.049 0.2336
H -1.203 1.918 -0.738 -0.043 -0.114 -0.030 0.2701
H 0.255 0.640 -2.332 -0.134 -0.034 0.061 0.2745
H 1.668 1.729 -1.926 0.013 0.008 -0.049 0.2157